# 1
Below is a molecular structure, C6H18F2N2O9P2S2, with properties calculated with ωB97M-V/def2-TZVPD.

CARTESIAN COORDINATES (ANGSTROEM)
C1 0.574 2.972 -1.046
C2 -0.796 2.319 -0.950
O1 -0.734 0.991 -0.431
C3 -0.688 0.938 0.998
C4 0.582 0.215 1.402
O2 0.694 -1.018 0.634
N1 1.191 -0.843 -0.671
C5 2.684 -0.735 -0.689
C6 3.297 -1.073 -2.037
P1 0.465 -2.337 -1.451
P2 0.089 -1.435 -3.427
O3 -0.050 0.021 -3.366
O4 -1.189 -2.257 -3.932
O5 1.294 -1.936 -4.354
H1 1.215 2.416 -1.736
H2 0.499 3.997 -1.419
H3 1.049 3.013 -0.058
H4 -1.264 2.240 -1.934
H5 -1.461 2.916 -0.315
H6 -0.681 1.952 1.416
H7 -1.564 0.434 1.414
H8 0.505 -0.125 2.440
H9 1.469 0.850 1.295
H10 0.742 0.005 -1.066
H11 2.910 0.306 -0.439
H12 3.035 -1.368 0.127
H13 3.139 -2.116 -2.326
H14 4.378 -0.924 -1.949
H15 2.945 -0.407 -2.831
H16 -0.804 -2.005 -0.956
H17 -1.226 -3.184 -3.701
H18 1.078 -2.651 -4.952
N2 -2.934 -0.665 3.480
S1 -1.733 -1.021 4.444
O6 -2.030 -1.024 5.833
O7 -0.494 -0.434 4.021
F1 -1.613 -2.540 4.033
S2 -3.492 0.812 3.489
O8 -4.721 0.864 2.780
O9 -2.486 1.797 3.225
F2 -3.876 1.041 5.005

2S+1 = 1
frontier orbital gap = 0.2779 Ha
HOMO energy = -8.9114 eV

---

# 2
Below is a molecular structure, C6H18KN2O3, with properties calculated with ωB97M-V/def2-TZVPD.

CARTESIAN COORDINATES (ANGSTROEM)
K1 -1.730 1.602 -0.676
C1 0.462 1.953 -6.417
C2 0.753 2.268 -4.958
O1 0.499 1.155 -4.099
H1 1.170 1.268 -6.884
H2 0.507 2.869 -7.005
H3 -0.550 1.571 -6.545
H4 0.140 3.124 -4.676
H5 1.787 2.585 -4.819
H6 1.113 0.459 -4.343
C3 -3.000 -2.981 1.528
O2 -2.515 -2.170 0.756
N1 -2.711 -4.217 1.571
N2 -3.710 -2.668 2.580
H7 -2.148 -4.616 0.834
H8 -3.329 -4.769 2.149
H9 -4.076 -1.733 2.683
H10 -4.229 -3.424 3.005
C4 1.874 -0.214 1.825
C5 1.408 0.505 3.085
C6 2.533 1.254 3.823
O3 0.416 1.423 2.769
H11 2.474 0.389 1.144
H12 1.017 -0.572 1.255
H13 2.578 -1.010 2.065
H14 0.828 -0.156 3.729
H15 2.955 1.953 3.102
H16 3.279 0.584 4.250
H17 2.166 1.816 4.682
H18 0.038 1.750 3.588

energy above the lowest of the compared OMol25 structures with the same formula, charge and spin = 0.00 kcal/mol
net charge = +1
2S+1 = 1
frontier orbital gap = 0.3305 Ha
HOMO energy = -12.5454 eV